{
  "formula": "H18O9",
  "method": "the ωB97M-V functional and the def2-TZVPD basis",
  "species": ["H", "H", "H", "H", "H", "H", "H", "H", "H", "H", "H", "H", "H", "H", "H", "H", "H", "H", "O", "O", "O", "O", "O", "O", "O", "O", "O"],
  "coordinates": [[0.7131, 0.5548, -0.0515], [-0.5139, -0.2440, 0.3563], [-0.3956, 0.6834, -2.1871], [0.3632, -0.4590, -1.5319], [4.7439, -1.0275, 0.1304], [4.3435, -2.3449, 0.7740], [-0.4834, 3.1765, -0.9813], [-0.8693, 2.2625, 0.1701], [-4.9939, -0.5843, 3.4966], [-3.7356, -0.7746, 2.6656], [-3.7222, -2.5178, 0.5158], [-4.6009, -1.4567, -0.1259], [-1.9071, 2.3594, -1.8557], [-1.9861, 0.8944, -1.4587], [2.6839, -2.3923, -0.6590], [2.0161, -1.9915, -1.9641], [4.5372, 2.0696, 1.1552], [3.9381, 0.9545, 1.9965], [-0.2397, 0.5031, -0.1875], [0.4758, 0.4429, -1.8526], [4.2090, -1.3930, 0.8440], [-0.8475, 3.1906, -0.0890], [-4.6926, -0.6907, 2.5873], [-3.9371, -2.1229, -0.3367], [-2.5138, 1.6109, -1.8290], [2.8288, -2.3712, -1.6117], [4.5858, 1.6675, 2.0299]],
  "relative_energy_kcal_mol": 140.2,
  "smiles": "O.O.O.O.O.O.O.O.O",
  "gap_ev": 9.08,
  "spin_multiplicity": 1,
  "mol_weight_g_mol": 162.13,
  "max_force_ha_per_bohr": 0.192,
  "e_lumo_ev": -0.5
}